No. 1
41
Properties=species:S:1:pos:R:3:forces:R:3 method="wB97M-V/def2-TZVPD" spin_multiplicity=1 mol_weight_g_mol=707.0 energy_ev=-42256.513
Pb 2.2363 -2.2931 0.0437 0.0 -0.5 0.3
C -1.8227 -2.8336 2.4888 0.1 0.0 0.0
Sb -1.1571 -2.0493 0.6165 -0.2 0.1 0.0
C -2.8322 -2.7960 -0.4977 -0.1 0.0 -0.1
C -1.9771 -0.0695 0.9104 0.1 0.0 -0.1
C -1.8991 0.7638 -0.3351 0.0 0.0 0.1
C -2.9348 0.6633 -1.2706 0.0 0.0 0.0
C -2.9304 1.3807 -2.4543 0.0 0.0 0.0
C -1.8750 2.2423 -2.7237 0.0 0.0 0.1
C -0.8499 2.3650 -1.8005 0.1 0.0 0.1
C -0.8323 1.6349 -0.6061 0.1 0.1 0.0
C 0.3286 1.8285 0.3364 -0.1 -0.1 -0.1
Sb 2.0583 0.6290 -0.1375 -0.3 0.5 -0.1
C 2.5421 1.4841 -2.0289 0.0 0.0 0.0
C 3.4004 1.6605 1.1399 0.0 -0.1 0.0
H -2.8270 -2.4588 2.6918 0.0 0.0 0.0
H -1.1423 -2.5354 3.2868 -0.1 0.0 0.0
H -1.8437 -3.9232 2.4291 0.0 0.1 0.0
H -3.7609 -2.4802 -0.0142 0.1 -0.1 -0.1
H -2.7924 -3.8879 -0.5216 0.0 0.1 0.0
H -2.8079 -2.4189 -1.5232 0.0 -0.1 0.1
H -1.4420 0.3514 1.7611 0.0 0.0 0.0
H -3.0160 -0.2370 1.1956 0.0 0.0 0.0
H -3.7713 0.0085 -1.0477 0.0 0.0 0.0
H -3.7496 1.2762 -3.1555 0.0 0.0 0.0
H -1.8562 2.8226 -3.6378 0.0 0.0 0.0
H -0.0343 3.0567 -1.9973 -0.1 -0.1 0.0
H 0.0964 1.6144 1.3799 0.0 0.0 -0.1
H 0.7038 2.8516 0.2656 0.0 0.0 0.0
H 2.6647 2.5641 -1.9263 0.0 -0.1 0.0
H 1.7443 1.2718 -2.7416 0.1 0.0 0.0
H 3.4743 1.0328 -2.3694 -0.1 0.1 0.0
H 3.4442 2.7003 0.8154 0.0 0.0 0.0
H 4.3912 1.2113 1.0951 0.0 0.0 0.0
H 3.0072 1.5914 2.1537 0.1 0.0 0.0
O 4.3455 -1.8246 1.0545 0.0 0.1 0.2
N 5.0053 -1.2164 0.1739 -0.1 -0.1 0.0
O 4.3652 -1.0218 -0.8705 0.3 0.1 -0.2
O 1.1442 -0.6528 2.4117 -0.1 0.3 0.1
N 1.3926 -1.6680 3.0545 0.0 -0.1 -0.3
O 1.8091 -2.6388 2.3550 0.1 -0.1 0.0

***

No. 2
19
Properties=species:S:1:pos:R:3:forces:R:3 method="wB97M-V/def2-TZVPD" spin_multiplicity=1 mol_weight_g_mol=156.1 energy_ev=-15259.474 relative_energy_kcal_mol=48.9
C -0.0875 1.7740 2.6308 1.7 -2.5 -1.3
C -0.3115 0.9266 1.2959 0.4 0.7 1.9
C -0.3186 -0.3225 -0.9832 -1.5 3.0 0.0
C 0.7241 -0.1400 1.1565 0.1 2.6 0.6
H -0.3838 1.0859 3.4729 0.3 1.0 -0.6
H 1.1967 1.8380 2.6996 -4.1 0.6 -0.1
H -0.7807 2.6281 2.5350 1.0 0.0 0.4
H 0.3562 -1.3368 -2.5822 1.5 -0.9 -0.4
H -2.1766 -1.5346 -3.1788 2.3 4.9 0.5
H -1.8471 0.6476 -2.5113 1.5 -4.5 -1.2
H 2.4944 -1.1973 -0.6673 -2.5 -2.6 1.2
H 1.4680 -2.2714 0.4048 1.0 0.3 -0.4
N -1.2021 1.2326 0.3955 1.0 1.0 1.1
N -1.2127 0.6837 -0.8322 1.1 -1.7 1.5
N -0.4078 -0.9461 -2.1242 -2.1 0.6 -1.6
N -1.3528 -0.3902 -3.0704 -3.3 -2.0 0.6
N 0.7151 -0.5436 -0.1446 0.7 -3.4 -0.2
N 1.5190 -1.7345 -0.4703 1.8 3.3 -0.7
O 1.6075 -0.3995 1.9735 -1.2 -0.5 -1.1

***

No. 3
48
Properties=species:S:1:pos:R:3:forces:R:3 method="wB97M-V/def2-TZVPD" spin_multiplicity=1 mol_weight_g_mol=456.5 charge=-1 energy_ev=-69535.109 relative_energy_kcal_mol=18.9
Cl -4.1775 0.6889 3.8735 0.4 0.2 -0.2
B -2.3616 0.6840 4.0764 -0.3 -1.9 0.7
Cl -1.9149 1.1442 5.8575 0.1 0.0 -0.5
Cl -1.6331 -1.0199 3.6108 -0.2 1.1 0.4
O -1.7367 1.7211 3.2031 2.3 1.0 -0.4
C -0.4658 1.9036 3.1590 -1.8 -0.1 0.8
C 0.0467 3.2032 2.8057 0.2 1.0 -0.4
C 1.4003 3.5766 3.0229 -0.5 -0.4 -0.2
C 1.8909 4.7716 2.5051 -0.1 0.3 0.1
C 1.0345 5.6529 1.8217 -0.1 -0.7 0.3
C -0.3332 5.3611 1.7422 0.0 0.2 0.1
C -0.8310 4.1699 2.2520 0.4 -0.2 0.2
H 0.2007 1.0781 3.4690 -0.3 0.3 -0.1
H 2.0168 2.9364 3.6545 0.1 0.0 -0.5
H 2.9393 5.0505 2.6501 -0.4 -0.2 0.0
H 1.4247 6.5691 1.3831 -0.1 -0.2 0.1
H -1.0271 6.0829 1.3024 0.3 -0.3 0.1
H -1.8959 3.9746 2.2855 0.1 -0.1 -0.4
C 1.3117 -0.6315 -3.3014 0.4 -0.1 0.1
C -0.0569 -0.4437 -3.9236 -1.2 -0.5 -0.3
C 0.0128 0.3610 -5.2326 -0.1 -0.3 0.6
O -0.6350 -1.7220 -4.2796 0.8 0.7 -0.3
C -0.8875 -2.5309 -3.1953 -0.3 0.5 1.7
O -0.8850 -3.7462 -3.3298 0.1 -0.2 -0.9
C -1.1551 -1.8724 -1.9441 0.2 1.4 -2.6
C -1.5396 -2.7755 -0.8660 0.2 -0.8 0.7
C -0.3026 -3.1763 -0.0877 -0.2 0.3 -0.4
C 0.1602 -2.2860 0.8721 0.4 0.0 0.4
C 1.3685 -2.5258 1.5258 -0.3 -0.2 -0.3
C 2.1127 -3.6643 1.1974 0.1 0.0 0.0
C 1.6805 -4.5288 0.1859 -0.2 0.2 0.0
C 0.4710 -4.2766 -0.4666 0.1 0.0 0.2
C -1.2594 -0.4428 -1.8773 -0.1 -2.4 0.7
O -1.6223 0.1587 -0.8759 0.0 0.9 -0.2
O -0.9428 0.2419 -3.0345 0.5 0.5 -0.4
H 1.2719 -1.2622 -2.3990 0.0 0.3 -0.4
H 1.9628 -1.1086 -4.0428 0.0 0.1 0.2
H 1.7129 0.3538 -3.0366 0.0 -0.2 0.0
H -0.9791 0.4138 -5.6954 0.2 0.0 0.2
H 0.3758 1.3672 -5.0070 0.0 -0.1 -0.1
H 0.7058 -0.1450 -5.9113 -0.1 0.1 0.1
H -2.2695 -2.2973 -0.2147 -0.1 -0.2 0.1
H -1.9185 -3.6598 -1.3837 -0.4 0.0 0.5
H -0.4328 -1.3896 1.0681 0.2 -0.3 0.0
H 1.7067 -1.8108 2.2747 0.1 -0.3 0.0
H 3.0430 -3.8715 1.7257 -0.1 0.1 -0.1
H 2.2812 -5.3922 -0.1112 -0.1 0.3 0.2
H 0.1316 -4.8855 -1.3083 0.1 0.1 0.3

***

No. 4
53
Properties=species:S:1:pos:R:3:forces:R:3 method="wB97M-V/def2-TZVPD" spin_multiplicity=1 mol_weight_g_mol=388.3 charge=-1 energy_ev=-100396.116 relative_energy_kcal_mol=37.2
Br -0.6709 -10.9558 -26.8802 0.0 -0.1 -0.2
C 0.3459 -10.8173 -21.2560 1.9 -0.8 -0.3
C 0.5827 -11.4936 -22.6695 -3.0 1.2 0.1
C -0.4430 -12.6526 -22.8780 1.1 -0.5 0.4
O 0.2475 -10.4995 -23.6290 -0.4 0.7 0.1
H 0.6893 -11.5143 -20.4916 0.3 -0.1 0.1
H -0.6172 -10.4947 -20.8604 -0.5 -0.2 -1.1
H 0.9993 -9.9467 -21.2004 0.1 0.1 0.0
H 1.6204 -11.6508 -22.9635 0.2 -1.1 1.2
H -1.4073 -12.4722 -22.4030 0.1 0.4 0.0
H -0.0623 -13.5838 -22.4584 0.1 -0.2 0.1
H -0.6369 -12.8673 -23.9289 0.1 0.2 -0.1
H -0.0368 -10.9751 -24.4129 -0.1 0.3 -0.6
C -3.3507 -14.0280 -27.9389 0.9 -0.5 1.6
C -3.0021 -14.1925 -26.4156 0.7 1.0 -2.3
O -2.9968 -12.9148 -25.8335 -1.4 -0.6 1.6
O -4.6867 -14.0453 -28.2305 -2.3 -0.2 -0.5
H -2.9625 -14.8875 -28.4854 0.5 0.2 -0.2
H -2.9213 -13.0644 -28.2133 0.5 -0.1 -0.4
H -1.9935 -14.6055 -26.4357 0.3 -0.3 0.4
H -3.6766 -14.8929 -25.9230 -0.1 0.3 0.2
H -2.5402 -12.2497 -26.3538 0.6 0.0 -0.4
H -5.1537 -13.2725 -27.9045 0.3 0.2 0.2
C -0.2291 -7.5933 -29.1801 0.6 0.0 0.1
C 0.3473 -6.6510 -30.2515 -0.4 -0.6 1.1
O 0.3898 -7.3909 -31.4499 0.3 0.3 -0.8
O 0.6846 -8.6136 -28.7963 0.5 1.2 -0.7
H -1.1141 -8.0710 -29.6005 -0.3 0.3 0.0
H -0.5003 -6.9796 -28.3211 -0.2 0.0 0.3
H 1.3097 -6.2239 -29.9695 0.5 -0.6 0.0
H -0.2504 -5.7400 -30.2830 -0.7 -0.1 -0.4
H -0.0994 -6.9381 -32.1407 0.0 0.0 0.1
H 0.2116 -9.3732 -28.4486 -0.3 -0.3 0.4
C 1.3751 -14.5116 -26.9718 1.1 0.1 -1.0
C 2.1873 -15.7745 -26.7145 -1.2 -0.1 1.7
O 1.7046 -16.3236 -25.4307 0.9 -0.4 -1.2
O 1.5847 -13.5534 -25.9371 -0.2 -1.0 -0.1
H 0.3146 -14.6867 -27.1527 -0.1 -0.4 0.3
H 1.7524 -14.0467 -27.8827 0.1 -0.1 -0.5
H 3.2598 -15.5875 -26.7673 0.2 0.4 0.7
H 2.0770 -16.5923 -27.4266 -0.7 0.2 -0.2
H 1.9191 -15.7353 -24.7030 0.1 0.4 -0.2
H 0.9323 -12.9000 -26.1997 -0.2 1.0 0.4
C -4.7100 -10.7862 -30.5436 1.9 0.6 2.3
C -3.4701 -10.0262 -29.8587 -1.1 -2.2 -1.1
O -3.5864 -10.0863 -28.4799 -1.5 0.4 0.6
O -5.8376 -9.9836 -30.5467 -1.5 1.2 -1.3
H -5.0206 -11.6441 -29.9473 0.9 -0.6 -0.2
H -4.3478 -11.0500 -31.5373 -0.6 0.0 -0.2
H -3.5426 -9.0378 -30.3125 0.5 0.4 0.2
H -2.5945 -10.5871 -30.1855 0.4 0.3 -0.2
H -2.7877 -10.0202 -27.9514 0.8 -0.1 -0.3
H -5.8991 -9.3992 -29.7876 0.4 -0.2 0.2

***

No. 5
15
Properties=species:S:1:pos:R:3:forces:R:3 method="wB97M-V/def2-TZVPD" spin_multiplicity=1 mol_weight_g_mol=87.1 energy_ev=-7828.571 relative_energy_kcal_mol=86.5
C -2.0570 0.0418 -0.3343 -2.1 -0.2 -2.0
C 0.0741 -0.1508 0.8230 0.6 -1.3 1.1
C 1.0765 -1.1024 -0.0297 -0.6 2.1 -0.7
C 0.7891 1.0147 0.2217 1.2 2.1 -0.7
H -1.5128 -0.3900 -1.2638 -0.9 0.9 1.4
H -2.3519 1.2314 -0.5641 0.9 -3.1 0.9
H -3.1237 -0.6082 -0.2814 2.9 1.9 0.1
H 0.3329 -0.2921 1.8998 0.1 0.2 -0.9
H 1.4455 -2.0342 0.4290 -0.1 0.5 -0.3
H 0.7069 -1.2230 -1.1048 0.3 -0.2 1.4
H 2.6978 0.3061 -0.7091 -1.6 -0.3 1.0
H 0.2939 1.2540 -0.7574 0.4 0.0 0.6
H 0.9561 2.0432 0.7869 -0.3 -2.3 -0.9
N 1.9843 0.1244 0.0470 0.2 -0.3 -0.4
O -1.3117 -0.2149 0.8371 -1.1 0.1 -0.4

***

The highest occupied orbital energy results, record by record, are as follows: -0.3097; -0.3168; -0.1302; -0.2195; -0.3307 Ha.
The HOMO-LUMO gap results, record by record, are as follows: 8.3; 8.9; 3.3; 8.7; 10.0 eV.